49
Properties=species:S:1:pos:R:3:forces:R:3:nbo_charge:R:1 method="wB97M-V/def2-TZVPD" charge=0 lumo_ev=-0.38 e_homo_ev=-8.5 fmax_ev_per_a=3.3 orbital_gap_ev=8.08 total_energy_ha=-2189.7975 e_above_lowest_kj_mol=4.3
C -5.1927 -1.7537 0.0117 -0.9 1.0 0.1 -0.402
N -3.8337 -1.3256 0.2136 2.1 0.6 -0.6 -0.412
C -3.1126 -1.8092 1.2984 -1.3 -0.6 0.7 0.664
O -3.6935 -2.4622 2.1481 0.0 0.0 -0.1 -0.596
C -1.6796 -1.5291 1.3937 0.5 0.3 -0.1 -0.212
C -0.9129 -2.0738 2.4158 1.1 -0.2 -0.1 -0.118
C 0.4773 -1.8511 2.4388 -1.6 -0.8 0.7 -0.220
C 1.1210 -1.0365 1.5388 -1.2 0.5 -1.2 -0.032
C 2.5545 -0.7732 1.6405 0.7 0.1 1.2 0.024
C 3.3222 -0.6553 0.4990 1.3 0.0 0.7 -0.186
C 4.6956 -0.4317 0.5953 -0.8 0.5 0.4 -0.203
C 5.3057 -0.2781 1.8270 1.2 -0.1 0.7 -0.174
C 4.5774 -0.4118 3.0159 -0.9 -0.8 -0.7 -0.295
S 5.3998 -0.3712 4.6500 1.1 0.9 2.9 2.236
N 5.3724 1.2580 5.0417 -0.9 0.0 0.0 -1.067
O 6.8181 -0.7178 4.6839 -1.5 -0.1 -1.6 -0.918
O 4.6013 -0.9171 5.7425 -0.4 -0.7 -2.0 -0.940
C 3.1841 -0.6549 2.9132 1.0 0.4 0.0 -0.187
C 0.3508 -0.5100 0.4701 0.2 -0.5 1.3 -0.239
C -1.0244 -0.7601 0.4278 1.2 0.2 -0.2 0.268
N -1.7843 -0.2841 -0.6228 -1.7 -0.2 0.3 -0.203
N -1.3473 0.5357 -1.6028 1.2 -0.1 0.4 -0.273
C -2.3471 0.7231 -2.4116 -1.4 -0.1 -0.2 0.142
C -2.2484 1.6182 -3.6161 0.8 0.3 0.6 0.017
C -1.0653 2.3404 -3.9409 -0.1 -0.9 0.6 -0.185
C -0.9955 3.0938 -5.0975 0.1 0.2 -0.6 -0.238
C -2.0857 3.1675 -5.9618 -0.7 -0.6 0.6 -0.035
Cl -1.9543 3.9977 -7.4795 0.0 0.0 0.2 0.011
C -3.2857 2.5353 -5.6054 0.2 0.8 -0.5 -0.224
C -3.3550 1.8077 -4.4301 0.7 0.1 -0.5 -0.210
C -3.5166 0.0063 -1.9318 -0.2 0.4 -0.7 -0.384
C -3.1370 -0.5938 -0.7499 0.4 0.7 -1.1 0.356
H -5.7932 -1.5359 0.9039 0.2 -0.1 -0.2 0.231
H -5.2396 -2.7987 -0.1757 0.0 -1.0 -0.1 0.214
H -5.6566 -1.2415 -0.8419 0.4 0.0 0.3 0.214
H -1.3176 -2.7468 3.1735 -0.2 0.3 -0.4 0.246
H 1.0124 -2.4486 3.1523 0.4 0.2 0.4 0.221
H 2.9136 -0.7818 -0.4712 -0.5 -0.1 -0.6 0.221
H 5.2343 -0.2670 -0.3116 0.5 -0.1 -0.3 0.224
H 6.3874 -0.0742 1.8800 -0.6 -0.2 0.0 0.240
H 6.2919 1.4855 5.3935 0.2 0.1 0.0 0.402
H 4.6726 1.2973 5.8081 0.7 0.3 -0.7 0.405
H 2.6437 -0.6524 3.8540 -0.3 -0.3 -0.2 0.245
H 0.8376 0.0836 -0.2781 -0.2 0.3 -0.3 0.239
H -0.1602 2.2402 -3.3183 -0.7 0.1 -0.3 0.233
H -0.0841 3.6099 -5.4010 -0.2 -0.2 0.3 0.230
H -4.1897 2.6515 -6.2144 0.5 -0.1 0.1 0.229
H -4.2808 1.3406 -4.2242 -0.8 -0.5 0.4 0.212
H -4.4805 -0.0450 -2.4443 0.4 0.0 0.5 0.229

---

60
Properties=species:S:1:pos:R:3:forces:R:3:nbo_charge:R:1 method="wB97M-V/def2-TZVPD" charge=0 lumo_ev="-0.18 / -0.18" e_homo_ev="-8.7 / -8.7" fmax_ev_per_a=0.5 orbital_gap_ev="8.55 / 8.55" total_energy_ha=-4537.8570 e_above_lowest_kj_mol=10.7
V -0.2527 0.0918 -0.2110 0.0 -0.3 -0.3 0.764
F 1.0364 3.4161 -1.3170 0.0 0.0 0.0 -0.309
C 2.2948 3.2113 -0.9251 0.0 0.0 0.0 0.734
F 2.4354 3.6703 0.3136 0.0 0.0 0.0 -0.301
F 3.1211 3.8603 -1.7297 0.0 0.0 0.0 -0.294
S 2.6726 1.4062 -0.9420 0.0 0.1 0.2 2.269
O 1.7062 0.8327 0.0007 -0.1 0.1 -0.1 -0.919
O 4.0373 1.2715 -0.5765 0.0 0.1 0.0 -0.868
N 2.3427 1.0832 -2.4357 0.0 -0.4 -0.2 -1.224
S 1.5855 -0.1964 -2.9336 -0.2 0.2 0.3 2.267
O 0.6953 -0.7556 -1.9032 0.1 0.1 -0.1 -0.933
O 2.3523 -1.1461 -3.6587 0.1 0.1 0.0 -0.869
C 0.4012 0.5558 -4.1252 0.1 0.0 0.1 0.733
F -0.3459 -0.4143 -4.6368 -0.1 0.0 0.0 -0.299
F 1.0418 1.1860 -5.0958 0.0 0.0 0.0 -0.293
F -0.3839 1.4179 -3.4773 0.0 0.0 0.0 -0.307
I -1.0834 7.5171 4.4506 0.0 0.0 0.0 0.156
C -1.2859 5.6547 3.5350 0.0 0.0 0.0 -0.131
C -2.1569 4.7186 4.0760 0.0 0.0 0.0 -0.258
C -2.2908 3.4842 3.4627 0.0 0.0 0.0 -0.161
C -1.5556 3.1834 2.3218 0.0 0.0 -0.1 -0.109
C -0.6857 4.1292 1.7924 0.0 0.0 0.0 -0.162
C -0.5486 5.3700 2.3948 0.0 0.0 0.0 -0.256
C -1.7210 1.8416 1.6815 0.1 0.0 0.0 0.820
O -2.5641 1.0533 2.0931 0.0 0.2 0.1 -0.678
O -0.9194 1.5982 0.6859 0.0 0.2 0.2 -0.699
H -2.7260 4.9521 4.9652 0.0 0.0 0.0 0.228
H -2.9698 2.7422 3.8606 0.0 0.0 0.0 0.235
H -0.1208 3.8931 0.9020 0.0 0.0 0.0 0.233
H 0.1266 6.1056 1.9801 0.0 0.0 0.0 0.229
N -3.5354 -1.1807 0.9506 0.1 -0.1 0.0 -0.770
C -2.9243 -1.6133 -0.1497 -0.2 0.0 0.1 0.415
S -2.3509 -0.4365 -1.2738 0.1 0.1 -0.1 -0.120
N -2.8820 -2.9368 -0.3363 0.0 0.0 0.1 -0.583
C -2.2750 -3.7741 -1.3122 0.0 -0.1 0.0 0.218
C -1.3460 -3.3555 -2.2548 0.0 0.0 0.1 -0.265
C -0.7903 -4.2868 -3.1212 0.0 0.0 0.0 -0.174
C -1.1409 -5.6256 -3.0552 0.0 0.0 0.0 -0.222
C -2.0623 -6.0394 -2.1032 0.0 0.0 0.0 -0.198
C -2.6273 -5.1207 -1.2377 0.0 0.0 0.0 -0.253
H -3.3282 -0.2148 1.2611 0.0 -0.2 -0.1 0.466
H -3.6955 -1.8342 1.7064 0.0 0.0 -0.1 0.386
H -3.3133 -3.4690 0.4064 0.0 0.0 0.0 0.396
H -1.0437 -2.3254 -2.3074 0.0 0.0 0.0 0.254
H -0.0599 -3.9495 -3.8456 0.0 0.0 0.0 0.224
H -0.6973 -6.3427 -3.7327 0.0 0.0 0.0 0.220
H -2.3451 -7.0816 -2.0326 0.0 0.0 0.0 0.219
H -3.3491 -5.4481 -0.4970 0.0 0.0 0.0 0.206
C -0.2936 -1.1366 0.8636 0.1 0.1 0.2 0.060
C -0.4594 -2.1491 1.8818 -0.1 -0.1 -0.1 -0.227
C -0.2034 -3.4910 1.5799 0.0 0.0 0.0 -0.171
C -0.4453 -4.4756 2.5255 0.0 0.0 0.0 -0.221
C -0.9347 -4.1299 3.7796 0.0 0.0 0.0 -0.201
C -1.1819 -2.7977 4.0888 0.0 0.0 0.0 -0.237
C -0.9511 -1.8080 3.1463 -0.1 0.0 0.0 -0.126
H 0.1782 -3.7479 0.5997 0.0 0.0 0.0 0.228
H -0.2456 -5.5123 2.2863 0.0 0.0 0.0 0.220
H -1.1175 -4.8991 4.5190 0.0 0.0 0.0 0.217
H -1.5594 -2.5295 5.0676 0.0 0.0 0.0 0.219
H -1.1697 -0.7694 3.3611 0.0 0.0 0.0 0.225

---

52
Properties=species:S:1:pos:R:3:forces:R:3:nbo_charge:R:1 method="wB97M-V/def2-TZVPD" charge=+2 lumo_ev="-8.74 / -8.40" e_homo_ev="-14.7 / -14.7" fmax_ev_per_a=1.4 spin_multiplicity=2 orbital_gap_ev="5.92 / 6.29" total_energy_ha=-2559.5641 s2=0.820
V -0.3204 0.6855 0.4296 0.5 -0.8 -1.0 1.539
C 3.3529 -1.7983 -2.5566 0.0 0.0 0.0 -0.182
C 3.3827 -0.4520 -2.2171 0.0 0.0 0.0 -0.214
C 2.6710 0.0047 -1.1112 0.1 0.0 -0.1 -0.250
C 1.9207 -0.8962 -0.3698 -0.2 0.0 0.3 0.145
C 1.8854 -2.2488 -0.7012 0.0 0.0 -0.2 -0.259
C 2.6124 -2.6958 -1.7940 0.0 0.0 0.0 -0.173
N 1.1160 -0.4256 0.7282 -0.1 0.3 0.3 -0.530
C 1.4070 -0.8282 2.0655 0.0 0.0 -0.4 0.139
C 2.3593 -1.7527 2.4526 0.0 0.0 0.1 -0.223
C 2.5153 -1.9986 3.8149 0.0 0.0 0.0 -0.106
C 1.7597 -1.3391 4.7844 0.0 0.0 0.0 -0.196
C 0.8249 -0.3915 4.4078 0.1 -0.1 0.1 -0.144
C 0.6637 -0.1668 3.0478 -0.3 0.4 0.0 0.086
N -0.1252 0.8271 2.4582 0.1 -0.3 0.2 -0.158
N -0.7913 1.6711 3.0726 0.0 0.5 -0.2 -0.039
C -1.2557 2.6850 2.1711 0.2 -0.2 0.3 0.289
C -2.0634 3.6853 2.6425 0.0 0.1 0.0 -0.173
C -2.3989 4.7166 1.7629 0.0 0.0 0.0 -0.075
C -1.9053 4.7013 0.4710 0.0 0.0 0.0 -0.215
C -1.1071 3.6399 0.0681 0.0 0.0 0.0 0.110
N -0.7860 2.6430 0.8986 -0.2 0.1 0.2 -0.542
H 3.9075 -2.1519 -3.4148 0.0 0.0 0.0 0.253
H 3.9730 0.2435 -2.7987 0.0 0.0 0.0 0.249
H 2.7188 1.0481 -0.8224 0.0 0.0 0.0 0.230
H 1.2859 -2.9375 -0.1185 0.0 0.0 0.0 0.239
H 2.5911 -3.7441 -2.0599 0.0 0.0 0.0 0.248
H 2.9761 -2.2655 1.7293 0.0 0.0 0.0 0.251
H 3.2554 -2.7230 4.1286 0.0 0.0 0.0 0.249
H 1.9196 -1.5603 5.8299 0.0 0.0 0.0 0.253
H 0.2418 0.1604 5.1322 0.0 0.0 0.0 0.255
H -2.4019 3.6651 3.6686 0.0 0.0 0.0 0.274
H -3.0305 5.5281 2.0988 0.0 0.0 0.0 0.263
H -2.1307 5.4934 -0.2282 0.0 0.0 0.0 0.266
H -0.7154 3.5715 -0.9388 0.0 0.0 0.0 0.234
F -1.8846 -3.5374 -4.4656 0.0 0.0 0.0 -0.248
C -1.5703 -2.4769 -3.7590 0.0 0.1 -0.1 0.297
C -2.4628 -1.8601 -2.9853 0.0 0.0 0.0 -0.036
N -2.1133 -0.7381 -2.2175 0.0 0.0 0.0 -0.369
C -3.1766 -0.0013 -1.5277 0.0 0.1 -0.1 -0.331
C -2.9236 0.3963 -0.0869 0.6 -0.3 0.2 0.767
O -3.5800 1.1968 0.4895 -0.1 0.0 0.0 -0.477
O -1.8302 -0.2272 0.5111 -0.5 0.2 -0.1 -0.633
C -0.8571 -0.2670 -2.2554 0.1 0.0 0.0 0.823
O -0.5029 0.7407 -1.5433 -0.1 0.3 0.3 -0.699
N 0.0387 -0.8679 -3.0404 -0.1 0.0 0.0 -0.588
C -0.1813 -2.0140 -3.8561 0.0 -0.2 0.2 0.602
O 0.7074 -2.5219 -4.4653 0.0 0.1 -0.1 -0.468
H -3.4885 -2.1915 -2.9181 0.0 0.0 0.0 0.259
H -4.0732 -0.6192 -1.5424 0.0 0.0 0.0 0.278
H -3.4068 0.9185 -2.0675 0.0 0.0 0.0 0.266
H 0.9968 -0.5235 -3.0018 0.0 0.0 0.0 0.467

---

55
Properties=species:S:1:pos:R:3:forces:R:3:nbo_charge:R:1 method="wB97M-V/def2-TZVPD" charge=-1 lumo_ev="1.53 / -0.10" e_homo_ev="-2.7 / -5.3" fmax_ev_per_a=0.4 spin_multiplicity=6 orbital_gap_ev="4.24 / 5.18" total_energy_ha=-4611.4567 e_above_lowest_kj_mol=124.4 s2=8.791
Ir 0.6907 1.4882 -0.2696 0.0 0.0 0.2 1.197
O 3.9778 -4.7272 -1.3788 -0.1 -0.1 0.0 -0.750
C 3.7592 -3.8853 -2.2680 0.3 0.2 0.1 0.737
O 4.0463 -3.8898 -3.4811 -0.1 -0.1 0.0 -0.756
C 3.0763 -2.5829 -1.7804 -0.1 -0.1 0.0 -0.079
C 2.7518 -2.3985 -0.4621 0.0 -0.1 0.0 -0.217
C 2.1522 -1.1968 -0.0359 0.0 0.0 0.2 0.215
N 1.8788 -0.2321 -0.9463 0.0 0.1 0.0 -0.601
C 2.1802 -0.4113 -2.2479 0.0 0.0 0.0 0.202
C 2.7854 -1.5561 -2.6986 0.0 0.1 0.0 -0.240
C 1.7956 0.7186 -3.1231 0.0 0.0 0.0 0.182
C 2.0370 0.7391 -4.4964 0.0 0.0 0.0 -0.223
C 1.6144 1.8234 -5.2371 0.0 0.0 0.0 -0.159
C 0.9521 2.8695 -4.6049 0.0 0.0 0.0 -0.273
C 0.7477 2.7834 -3.2429 0.0 0.0 0.0 0.064
N 1.1690 1.7403 -2.5250 0.0 0.0 0.0 -0.489
C 1.7919 -0.8784 1.3127 0.0 0.0 -0.2 0.043
C 1.8028 -1.7959 2.3811 0.0 0.0 0.1 -0.198
C 1.3488 -1.4289 3.6178 0.0 0.0 -0.1 -0.239
C 0.8691 -0.0999 3.8113 0.0 0.0 0.1 -0.359
C 0.9082 0.7672 2.7539 -0.1 0.0 0.0 0.034
N 1.3515 0.4213 1.5265 -0.1 0.0 0.0 -0.613
H 2.9916 -3.1977 0.2264 0.0 0.0 0.0 0.243
H 3.0562 -1.7255 -3.7306 0.0 0.0 0.0 0.243
H 2.5431 -0.0906 -4.9669 0.0 0.0 0.0 0.233
H 1.7915 1.8505 -6.3047 0.0 0.0 0.0 0.215
H 0.5908 3.7274 -5.1541 0.0 0.0 0.0 0.220
H 0.2110 3.5441 -2.6890 0.0 0.0 0.0 0.227
H 2.1567 -2.8026 2.2033 0.0 0.0 0.0 0.220
H 1.3518 -2.1388 4.4345 0.0 0.0 0.0 0.204
H 0.5253 0.2453 4.7771 0.0 0.0 0.0 0.209
H 0.5480 1.7868 2.8491 0.0 -0.1 0.0 0.226
O -4.7157 -1.2662 -1.2889 0.1 0.0 0.1 -0.514
C -4.0463 -1.0003 -0.3416 -0.2 0.1 -0.1 0.772
O -2.8748 -0.2599 -0.4866 0.2 0.1 0.0 -0.622
C -4.2247 -1.3346 1.0763 0.0 -0.1 0.1 -0.209
C -5.2340 -2.1051 1.6361 0.0 0.0 -0.1 -0.140
C -5.1935 -2.3441 2.9972 0.0 0.0 0.0 -0.212
C -4.1602 -1.8253 3.7865 0.0 0.0 0.0 -0.173
C -3.1516 -1.0553 3.2386 0.0 0.0 0.0 -0.222
C -3.2084 -0.8271 1.8672 0.1 0.2 0.1 -0.147
S -2.0964 0.0924 0.9113 0.1 -0.2 -0.2 1.105
H -6.0173 -2.5061 1.0068 0.0 0.0 0.0 0.235
H -5.9657 -2.9443 3.4592 0.0 0.0 0.0 0.219
H -4.1496 -2.0318 4.8487 0.0 0.0 0.0 0.221
H -2.3466 -0.6551 3.8395 0.0 0.0 0.0 0.245
O -2.7086 4.6410 0.3671 0.0 0.0 0.0 -1.007
Se -1.8794 3.2929 0.6045 0.2 0.1 0.0 2.765
O -3.0089 2.0300 0.7939 -0.2 -0.1 0.0 -0.940
O -0.9607 2.8989 -0.7283 -0.1 0.0 0.0 -1.118
O -0.8828 3.2633 1.8902 0.0 0.0 -0.1 -1.103
N 1.7613 3.4068 0.4567 -0.1 0.0 0.0 -1.066
H 2.5876 3.1951 1.0019 0.0 0.0 0.0 0.387
H 1.0305 3.7792 1.0676 0.1 0.0 0.0 0.423
H 1.9929 4.0887 -0.2540 0.0 0.0 0.0 0.382